{"formula": "C42H45InN2O5P2S", "method": "ωB97M-V/def2-TZVPD", "e_homo_ha": -0.265, "orbital_gap_ev": 6.67, "multiplicity": 1, "elements": ["In", "O", "C", "O", "C", "C", "C", "C", "C", "O", "C", "C", "O", "O", "H", "H", "H", "H", "H", "H", "H", "H", "C", "S", "C", "C", "C", "N", "P", "C", "C", "C", "C", "C", "C", "C", "C", "C", "C", "C", "C", "P", "C", "C", "C", "C", "C", "C", "C", "C", "C", "C", "C", "C", "H", "H", "H", "H", "H", "H", "H", "H", "H", "H", "H", "H", "H", "H", "H", "H", "H", "H", "H", "H", "H", "H", "H", "H", "H", "H", "H", "H", "H", "C", "C", "C", "C", "C", "C", "N", "H", "H", "H", "H", "H", "H", "H", "H"], "coordinates": [[0.497346, -0.081521, -0.122042], [3.294449, 2.394447, -1.612299], [2.505818, 2.099168, -0.743001], [2.364926, 0.867335, -0.270200], [1.781759, 3.215423, 0.031652], [1.914565, 2.970801, 1.546537], [1.686696, 4.276731, 2.312108], [0.153491, 4.448935, 2.160239], [-0.219872, 3.195323, 1.363552], [0.721333, 2.213596, 1.852121], [0.215374, 3.315070, -0.104325], [-0.402264, 2.163576, -0.926214], [-1.462735, 1.630283, -0.502928], [0.273046, 1.714487, -1.890197], [2.273611, 4.136714, -0.265153], [2.794078, 2.403308, 1.832749], [1.973537, 4.165804, 3.357354], [2.259285, 5.098648, 1.883523], [-0.342683, 4.441182, 3.129515], [-0.129676, 5.362976, 1.637472], [-1.234598, 2.835328, 1.484224], [-0.108140, 4.252662, -0.557200], [-5.152100, -5.598578, 3.739930], [-3.357196, -5.744062, 3.894801], [-3.019395, -4.160505, 4.721462], [-2.994211, -2.943718, 3.799986], [-1.825248, -3.036916, 2.816081], [-1.574216, -1.850558, 1.968555], [-2.391562, -1.345732, 0.525971], [-4.118878, -1.912655, 0.853454], [-4.762817, -3.092887, 0.484505], [-6.094518, -3.312159, 0.820913], [-6.802945, -2.364271, 1.544217], [-6.178725, -1.181145, 1.920462], [-4.858800, -0.955708, 1.561147], [-0.594193, -1.710082, -1.589396], [0.480781, -2.576798, -2.179124], [0.133306, -3.462712, -3.115069], [-1.218624, -3.746018, -3.630033], [-2.425593, -3.355175, -3.200903], [-2.653021, -0.951045, -2.551986], [-0.591880, -0.573209, 2.571269], [-1.092776, -0.322282, 4.312276], [-2.065049, 0.652962, 4.541178], [-2.526373, 0.904392, 5.825248], [-2.005445, 0.189952, 6.896585], [-1.025702, -0.771363, 6.680460], [-0.567575, -1.024581, 5.394594], [1.069695, -1.329077, 2.768201], [1.437667, -2.540205, 2.183902], [2.763714, -2.960610, 2.201748], [3.737255, -2.166527, 2.787395], [3.384563, -0.951187, 3.364103], [2.063907, -0.533771, 3.352522], [-5.505485, -6.513609, 3.266340], [-5.427021, -4.746588, 3.121638], [-5.607028, -5.508615, 4.726649], [-2.052051, -4.286589, 5.214000], [-3.772364, -4.040123, 5.501423], [-2.890389, -2.045402, 4.412204], [-3.942061, -2.861599, 3.269007], [-1.966569, -3.914219, 2.195624], [-0.913721, -3.214344, 3.397452], [-4.235892, -3.868890, -0.054652], [-6.577630, -4.234829, 0.519629], [-7.839979, -2.540842, 1.802635], [-6.726204, -0.429640, 2.477888], [-4.377026, -0.020139, 1.830765], [1.509909, -2.478170, -1.863530], [0.922559, -4.063448, -3.556837], [-1.221576, -4.399056, -4.497655], [-3.271922, -3.713980, -3.780329], [-3.205240, -0.239655, -1.934998], [-2.461158, 1.213737, 3.700021], [-3.281985, 1.662048, 5.993441], [-2.356132, 0.387817, 7.902025], [-0.614914, -1.323732, 7.517168], [0.197727, -1.775975, 5.234737], [0.683146, -3.156195, 1.712902], [3.033474, -3.907160, 1.749258], [4.771355, -2.486621, 2.784411], [4.146183, -0.321856, 3.807794], [1.793004, 0.424823, 3.783136], [0.098441, 0.022771, -4.521222], [-1.117166, -0.419035, -3.800491], [-2.442721, -0.515189, -3.996623], [-2.803665, -2.419678, -2.079240], [-1.782852, -2.453193, -0.889816], [-1.412263, -3.854322, -0.408830], [-1.188994, -0.808882, -2.427304], [-0.071418, 0.021445, -5.596938], [0.943573, -0.625107, -4.289446], [0.359995, 1.027796, -4.188072], [-3.116266, -0.276435, -4.803974], [-3.821771, -2.626557, -1.759682], [-1.180875, -4.523128, -1.233443], [-2.226145, -4.301148, 0.156911], [-0.537626, -3.810821, 0.239884]], "forces_ev_per_a": [[-0.03, 0.23, -0.65], [-0.06, -0.17, 0.10], [0.15, 0.15, 0.05], [-0.49, -0.21, 0.12], [-0.26, -0.22, -0.03], [-0.14, 0.08, 0.01], [-0.05, -0.02, -0.05], [0.07, -0.03, -0.03], [0.13, 0.11, -0.05], [0.05, 0.04, -0.02], [0.08, -0.17, 0.03], [-0.13, 0.07, -0.05], [0.43, 0.06, 0.14], [-0.03, -0.02, 0.19], [-0.05, 0.09, -0.05], [0.01, -0.07, 0.02], [-0.01, 0.00, 0.01], [0.00, 0.00, 0.02], [-0.01, 0.02, 0.02], [0.01, -0.01, 0.01], [-0.02, -0.07, 0.01], [0.11, 0.06, -0.02], [0.13, -0.03, 0.02], [-0.06, 0.08, 0.01], [0.02, -0.04, -0.11], [0.02, 0.01, -0.02], [0.00, 0.10, 0.03], [-0.09, 0.19, 0.29], [-0.15, -0.23, -0.07], [-0.05, 0.19, 0.03], [0.04, -0.09, 0.13], [0.03, -0.03, -0.01], [0.01, 0.04, 0.00], [0.00, -0.01, -0.01], [0.03, -0.06, -0.06], [0.46, 0.31, 0.57], [-0.26, 0.09, -0.12], [-0.04, -0.06, -0.06], [0.08, -0.02, -0.03], [-0.03, 0.08, 0.09], [0.11, -0.09, -0.12], [0.19, -0.45, -0.23], [0.03, 0.20, -0.02], [0.01, -0.03, -0.03], [0.01, -0.03, 0.01], [0.00, -0.02, -0.03], [0.00, -0.01, -0.01], [-0.01, -0.01, 0.02], [0.05, 0.09, 0.07], [0.00, 0.05, 0.06], [-0.02, 0.03, 0.00], [-0.02, -0.01, -0.01], [-0.02, -0.01, -0.02], [-0.06, -0.06, -0.02], [-0.02, 0.04, 0.00], [-0.03, 0.00, -0.01], [-0.02, -0.01, -0.03], [-0.01, 0.02, 0.02], [0.04, 0.04, 0.04], [-0.07, -0.05, -0.01], [-0.02, -0.01, -0.04], [0.00, -0.10, -0.13], [0.01, -0.03, -0.02], [0.00, 0.03, 0.00], [0.03, 0.03, 0.01], [0.03, 0.00, 0.00], [0.04, -0.03, -0.04], [-0.04, -0.02, -0.01], [0.01, -0.01, 0.00], [-0.01, 0.01, 0.02], [0.00, 0.03, 0.03], [0.04, 0.03, 0.01], [0.00, -0.01, 0.03], [0.02, 0.00, 0.03], [0.02, -0.02, -0.02], [0.01, -0.01, -0.02], [-0.01, 0.01, -0.03], [0.00, 0.04, -0.01], [0.02, 0.00, 0.01], [-0.01, 0.03, 0.00], [-0.02, 0.01, 0.01], [-0.03, -0.01, 0.00], [0.02, 0.00, -0.02], [-0.06, 0.03, 0.02], [0.12, -0.05, 0.18], [-0.15, -0.18, 0.04], [0.10, 0.04, -0.09], [0.05, -0.12, 0.02], [0.01, 0.05, -0.02], [-0.31, 0.18, -0.18], [-0.02, -0.01, 0.02], [0.00, -0.04, -0.03], [0.02, -0.02, 0.01], [0.09, 0.03, 0.04], [0.01, -0.03, -0.03], [0.01, 0.01, 0.01], [-0.03, -0.02, 0.04], [-0.03, 0.00, 0.02]]}